--- A ---
Molecular formula: H14O7
Method: DFT, ωB97M-V with the def2-TZVPD basis set

Structure (SMILES) ... O.O.O.O.O.O.O
HOMO-LUMO gap ... 9.5348 eV

```
! RIJCOSX wB97M-V def2-TZVPD def2/J DEFGRID3
* xyz 0 1
O -0.08 0.52 -0.38
H -0.17 -0.23 0.23
H -0.55 0.28 -1.18
O 2.53 -1.20 1.46
H 2.68 -0.97 2.38
H 1.56 -1.29 1.37
O 2.80 1.23 -0.52
H 2.92 0.55 0.15
H 1.90 1.07 -0.83
O -0.26 -1.48 1.68
H -0.42 -1.16 2.58
H -1.10 -1.87 1.39
O -2.36 -2.41 0.06
H -2.15 -2.16 -0.85
H -2.94 -3.17 -0.02
O 0.11 2.71 1.57
H -0.12 1.97 0.99
H -0.71 2.94 2.02
O -0.82 1.50 -4.01
H -1.32 1.89 -4.74
H -1.49 1.29 -3.35
*
```

Here are the Löwdin charges for atoms 1 to 2, given in e:
1. O -0.045
2. H 0.016

=====

--- B ---
Molecular formula: H14O7
Method: DFT, ωB97M-V with the def2-TZVPD basis set

Structure (SMILES) ... O.O.O.O.O.O.O
HOMO-LUMO gap ... 11.2692 eV

```
! RIJCOSX wB97M-V def2-TZVPD def2/J DEFGRID3
* xyz 0 1
O -1.80 0.55 -0.08
H -1.30 0.66 -0.84
H -2.45 -0.19 -0.23
O 1.21 1.46 0.64
H 1.55 0.95 1.37
H 0.28 1.85 0.84
O -2.10 -2.53 -0.55
H -1.15 -2.29 -0.54
H -2.41 -2.58 0.33
O 2.79 -1.16 1.68
H 2.61 -1.25 0.73
H 3.68 -0.88 1.69
O 0.11 0.74 -1.91
H 0.84 0.91 -1.24
H 0.41 0.92 -2.82
O -1.36 2.65 2.04
H -1.89 1.99 1.54
H -1.54 3.48 1.61
O 0.80 -1.81 -1.01
H 1.16 -2.36 -1.70
H 0.54 -1.11 -1.57
*
```

Here are the Löwdin charges for atoms 1 to 2, given in e:
1. O -0.054
2. H -0.049

=====

--- C ---
Molecular formula: H14O7
Method: DFT, ωB97M-V with the def2-TZVPD basis set

Structure (SMILES) ... O.O.O.O.O.O.O
HOMO-LUMO gap ... 11.6600 eV

```
! RIJCOSX wB97M-V def2-TZVPD def2/J DEFGRID3
* xyz 0 1
H -0.61 0.69 -1.02
H 0.67 0.05 -0.51
H 4.24 -1.16 -0.77
H 2.88 -1.80 -1.00
H 0.46 1.25 3.43
H 0.23 0.79 2.00
H 1.31 -3.41 -3.29
H 0.88 -4.86 -3.45
H -4.33 1.87 -1.94
H -4.48 1.53 -3.42
H -3.98 2.71 1.31
H -2.47 2.59 1.38
H 1.84 -0.46 3.19
H 3.28 -0.71 3.62
O 0.33 0.59 -1.23
O 3.53 -1.61 -0.31
O 0.30 1.59 2.54
O 0.72 -4.07 -2.91
O -4.19 2.24 -2.83
O -3.28 2.19 1.72
O 2.64 -0.01 3.49
*
```

Here are the Löwdin charges for atoms 1 to 2, given in e:
1. H 0.033
2. H 0.020

=====

--- D ---
Molecular formula: H14O7
Method: DFT, ωB97M-V with the def2-TZVPD basis set

Structure (SMILES) ... O.O.O.O.O.O.O
HOMO-LUMO gap ... 10.7591 eV

```
! RIJCOSX wB97M-V def2-TZVPD def2/J DEFGRID3
* xyz 0 1
O 0.26 -2.29 -0.49
H 1.21 -2.46 -0.34
H -0.16 -2.96 -1.08
O 2.21 -0.10 0.85
H 1.32 -0.25 1.22
H 2.03 0.61 0.27
O -2.24 2.72 -0.35
H -1.93 3.56 -0.64
H -1.77 2.32 0.35
O 0.43 1.59 -1.18
H -0.09 1.09 -0.52
H 0.08 2.46 -1.20
O -0.60 -1.09 -2.84
H -0.05 -1.01 -3.63
H -0.09 -1.41 -2.08
O -1.00 -0.07 0.51
H -0.96 -0.16 1.43
H -0.70 -0.92 0.16
O 0.33 -0.57 2.99
H 0.69 0.18 3.47
H 1.00 -1.24 3.10
*
```

Here are the Löwdin charges for atoms 1 to 2, given in e:
1. O -0.066
2. H 0.089

=====

Which one is most stable, and which one is least stable? B is the most stable of them, while C is the least stable.

=====

--- A ---
Molecular formula: H14O7
Method: DFT, ωB97M-V with the def2-TZVPD basis set

Structure (SMILES) ... O.O.O.O.O.O.O
HOMO-LUMO gap ... 10.7592 eV

```
! RIJCOSX wB97M-V def2-TZVPD def2/J DEFGRID3
* xyz 0 1
H 0.43 0.49 0.24
H -0.96 0.52 0.85
H 0.65 -4.86 0.65
H 0.73 -3.34 0.58
H -2.63 -2.67 -3.09
H -3.20 -2.45 -1.70
H 1.83 3.64 -0.72
H 0.60 4.16 0.02
H -0.79 1.26 -2.30
H 0.19 0.11 -2.14
H -1.75 -1.40 3.30
H -1.97 -1.03 1.84
H 3.30 3.46 0.63
H 2.92 2.10 1.19
O -0.18 1.06 0.73
O 1.17 -4.11 0.95
O -2.37 -2.43 -2.20
O 0.87 3.55 -0.68
O -0.17 0.86 -1.67
O -2.35 -1.55 2.56
O 3.68 2.63 0.95
*
```

Here are the Löwdin charges for atoms 1 to 2, given in e:
1. H 0.022
2. H 0.012

=====

--- B ---
Molecular formula: H14O7
Method: DFT, ωB97M-V with the def2-TZVPD basis set

Structure (SMILES) ... O.O.O.O.O.O.O
HOMO-LUMO gap ... 11.3658 eV

```
! RIJCOSX wB97M-V def2-TZVPD def2/J DEFGRID3
* xyz 0 1
H -2.68 1.21 -0.84
H -2.07 -0.22 -0.79
H -1.16 0.51 1.13
H -0.18 -0.62 1.50
H 0.78 1.23 1.49
H 1.93 2.32 1.75
H 0.90 2.08 -0.61
H -0.30 1.38 -1.26
H 1.67 0.35 -1.27
H 2.33 0.25 0.05
H 1.12 -1.39 -0.17
H 0.92 -2.75 0.68
H -1.08 -2.06 -0.63
H -2.56 -2.45 -0.57
O -1.94 0.71 -0.46
O -0.49 0.26 1.80
O 1.58 1.70 1.10
O 0.62 1.67 -1.46
O 2.15 -0.33 -0.72
O 0.44 -1.97 0.33
O -1.95 -1.88 -1.06
*
```

Here are the Löwdin charges for atoms 1 to 2, given in e:
1. H 0.087
2. H 0.018

=====

--- C ---
Molecular formula: H14O7
Method: DFT, ωB97M-V with the def2-TZVPD basis set

Structure (SMILES) ... O.O.O.O.O.O.O
HOMO-LUMO gap ... 10.6441 eV

```
! RIJCOSX wB97M-V def2-TZVPD def2/J DEFGRID3
* xyz 0 1
O -1.35 -2.36 -1.45
H -1.37 -3.24 -1.77
H -1.56 -1.92 -2.27
O 3.19 0.94 0.26
H 3.10 1.77 -0.17
H 2.37 1.05 0.79
O 0.24 1.53 -1.17
H -0.31 1.02 -0.64
H 0.59 0.98 -1.85
O -3.51 0.76 0.24
H -2.69 0.46 0.65
H -3.21 0.96 -0.65
O 1.38 -1.95 -0.09
H 0.84 -2.08 -0.87
H 1.36 -2.76 0.40
O 1.02 1.46 1.99
H 1.61 2.15 2.36
H 0.36 2.03 1.61
O -1.00 -0.07 0.80
H -0.32 0.21 1.41
H -0.74 -0.94 0.41
*
```

Here are the Löwdin charges for atoms 1 to 2, given in e:
1. O -0.015
2. H 0.034

=====

--- D ---
Molecular formula: H14O7
Method: DFT, ωB97M-V with the def2-TZVPD basis set

Structure (SMILES) ... O.O.O.O.O.O.O
HOMO-LUMO gap ... 9.8896 eV

```
! RIJCOSX wB97M-V def2-TZVPD def2/J DEFGRID3
* xyz 0 1
O 0.87 -1.40 1.66
H 1.80 -1.36 1.52
H 0.57 -2.32 1.53
O 1.85 2.33 -1.56
H 1.54 3.10 -1.99
H 1.11 1.99 -1.07
O -1.21 -1.43 3.49
H -1.78 -1.96 2.95
H -0.52 -1.24 2.85
O -1.10 2.42 1.65
H -1.22 3.11 1.00
H -0.45 1.84 1.23
O -2.10 -1.04 -2.61
H -1.27 -1.44 -2.55
H -2.72 -1.51 -2.04
O 0.86 -0.45 -2.21
H 0.62 -1.34 -1.93
H 1.77 -0.33 -2.05
O 0.42 0.73 0.08
H 0.53 0.07 0.82
H 0.45 0.23 -0.77
*
```

Here are the Löwdin charges for atoms 1 to 2, given in e:
1. O -0.037
2. H 0.070

=====

Which one is most stable, and which one is least stable? B is the most stable of them, while A is the least stable.

=====

--- A ---
Molecular formula: C3H5B
Method: DFT, ωB97M-V with the def2-TZVPD basis set

Structure (SMILES) ... C1B2CC12
HOMO-LUMO gap ... 8.6792 eV

```
! RIJCOSX wB97M-V def2-TZVPD def2/J DEFGRID3
* xyz 0 1
B -1.00 0.56 0.10
C -0.43 -0.74 0.82
C -0.05 0.55 -1.16
C 0.39 0.50 0.43
H -0.55 -0.72 2.02
H -0.26 -1.76 0.43
H 0.21 -0.38 -1.67
H 0.28 1.35 -1.81
H 1.41 0.64 0.84
*
```

Here are the Löwdin charges for atoms 1 to 2, given in e:
1. B -0.181
2. C -0.091

=====

--- B ---
Molecular formula: C3H5B
Method: DFT, ωB97M-V with the def2-TZVPD basis set

HOMO-LUMO gap ... 10.2909 eV

```
! RIJCOSX wB97M-V def2-TZVPD def2/J DEFGRID3
* xyz 0 1
B 0.03 1.17 -0.08
C -1.29 0.13 -0.01
C 0.89 -0.14 0.22
C -0.40 -0.88 -0.07
H 0.70 2.35 -0.42
H -2.29 0.31 -0.15
H 1.77 -0.48 -0.31
H 1.27 -0.49 1.16
H -0.68 -1.97 -0.34
*
```

Here are the Löwdin charges for atoms 1 to 2, given in e:
1. B -0.036
2. C -0.023

=====

--- C ---
Molecular formula: C3H5B
Method: DFT, ωB97M-V with the def2-TZVPD basis set

HOMO-LUMO gap ... 9.2190 eV

```
! RIJCOSX wB97M-V def2-TZVPD def2/J DEFGRID3
* xyz 0 1
B 0.03 1.14 0.38
C -0.93 0.17 -0.22
C 1.07 -0.01 -0.09
C -0.03 -0.75 -0.43
H -1.13 1.42 1.14
H -2.02 -0.04 -0.17
H 1.65 0.21 -1.00
H 1.78 -0.39 0.68
H -0.41 -1.75 -0.30
*
```

Here are the Löwdin charges for atoms 1 to 2, given in e:
1. B -0.061
2. C -0.165

=====

Which one is most stable, and which one is least stable? B is the most stable of them, while C is the least stable.